No. 1
The following is a DFT calculation (ωB97M-V/def2-TZVPD) of a structure of composition C21H33F3N2O6S6SbSe2Tc.

Each line ends with the Löwdin charge.
Atoms and positions in Å:
Tc (0.562, -0.149, 0.968)  0.413
O (2.622, 1.328, 6.564)  -0.051
C (2.530, 2.242, 5.477)  -0.205
C (2.070, 1.514, 4.196)  -0.553
C (3.194, 0.568, 3.739)  -0.228
O (3.461, -0.486, 4.635)  -0.028
C (0.777, 0.768, 4.532)  -0.452
Se (-0.440, 0.207, 3.072)  0.684
C (1.848, 2.630, 3.181)  -0.364
Se (1.630, 2.097, 1.284)  0.899
H (2.829, 1.812, 7.368)  0.104
H (3.509, 2.697, 5.281)  0.132
H (1.821, 3.045, 5.714)  0.131
H (4.092, 1.181, 3.562)  0.138
H (2.930, 0.094, 2.798)  0.069
H (3.491, -0.132, 5.532)  0.070
H (0.142, 1.407, 5.147)  0.064
H (1.011, -0.133, 5.094)  0.074
H (2.701, 3.311, 3.179)  0.083
H (0.951, 3.188, 3.446)  0.079
S (4.312, 2.713, -3.483)  -0.224
Sb (4.661, 0.726, -4.429)  0.488
S (3.449, 0.261, -1.076)  -0.164
S (1.402, 0.502, -1.241)  -0.028
S (3.956, -0.891, -2.661)  -0.169
C (-0.975, -1.880, -4.858)  -0.094
C (-0.121, -2.478, -3.743)  -0.225
C (-0.901, -2.711, -2.455)  -0.152
N (-1.271, -1.419, -1.865)  0.042
C (-2.004, -1.175, -0.799)  -0.760
S (-1.799, 0.283, 0.095)  0.608
N (-2.982, -2.005, -0.334)  0.124
C (-3.830, -2.979, -0.902)  -0.392
O (-4.289, -3.825, -0.178)  0.132
C (-4.251, -2.820, -2.318)  -0.169
C (-4.596, -3.968, -3.030)  -0.020
C (-5.091, -3.863, -4.317)  -0.066
C (-5.277, -2.610, -4.887)  -0.074
C (-4.966, -1.465, -4.168)  -0.069
C (-4.452, -1.565, -2.886)  -0.023
H (-0.364, -1.678, -5.737)  0.072
H (-1.433, -0.942, -4.541)  0.070
H (-1.772, -2.569, -5.143)  0.070
H (0.724, -1.819, -3.526)  0.086
H (0.295, -3.434, -4.063)  0.116
H (-0.273, -3.241, -1.735)  0.111
H (-1.787, -3.307, -2.650)  0.107
H (-0.559, -0.710, -2.015)  0.025
H (-3.119, -1.916, 0.665)  0.141
H (-4.465, -4.933, -2.559)  0.124
H (-5.346, -4.756, -4.872)  0.107
H (-5.676, -2.524, -5.890)  0.106
H (-5.127, -0.489, -4.605)  0.109
H (-4.233, -0.668, -2.321)  0.117
F (1.707, -5.161, 1.148)  0.151
C (2.242, -4.022, 0.721)  -0.651
F (2.113, -3.973, -0.613)  0.124
F (3.532, -4.010, 1.023)  0.159
S (1.375, -2.560, 1.476)  0.479
O (0.345, -2.228, 0.455)  -0.445
O (0.854, -3.004, 2.722)  -0.254
O (2.382, -1.502, 1.485)  -0.396
C (1.807, 5.318, 0.745)  -0.090
C (0.631, 4.607, 0.075)  -0.489
C (-0.568, 5.546, -0.050)  -0.078
C (0.185, 3.379, 0.864)  -0.393
H (2.130, 6.171, 0.148)  0.082
H (2.653, 4.637, 0.847)  0.050
H (1.519, 5.677, 1.737)  0.085
H (0.939, 4.279, -0.922)  0.135
H (-0.869, 5.910, 0.935)  0.083
H (-1.422, 5.034, -0.497)  0.080
H (-0.322, 6.409, -0.670)  0.080
H (-0.257, 3.664, 1.820)  0.079
H (-0.547, 2.795, 0.309)  0.025

Cartesian forces (eV/Å) of the 6 atoms listed first:
Tc -0.3 0.4 -0.1
O 0.0 -0.1 0.0
C 0.0 0.2 -0.1
C 0.1 -0.2 0.2
C 0.0 0.2 -0.1
O 0.0 -0.1 0.0

LUMO energy (alpha / beta): -1.542 / -1.541 eV
Total energy: -250172.174 eV

=====

No. 2
The following is a DFT calculation (ωB97M-V/def2-TZVPD) of a structure of composition C21H33F4N2O2PbS3Se2.

Each line ends with the Löwdin charge.
Atoms and positions in Å:
Pb (0.396, 0.485, 0.332)  1.178
C (-1.045, 3.583, 0.568)  -0.078
N (0.196, 2.978, 0.059)  -0.411
C (0.364, 3.285, -1.368)  -0.081
C (1.351, 3.422, 0.853)  -0.208
C (2.664, 2.713, 0.510)  -0.228
N (2.478, 1.287, 0.200)  -0.172
C (3.519, 0.614, -0.421)  -0.198
C (3.308, -0.611, -1.069)  -0.171
F (2.042, -1.122, -1.073)  -0.031
C (4.286, -1.327, -1.714)  -0.223
F (3.946, -2.474, -2.307)  0.111
C (5.584, -0.875, -1.755)  0.082
C (5.841, 0.311, -1.103)  -0.212
F (7.083, 0.790, -1.072)  0.117
C (4.860, 1.024, -0.439)  -0.144
F (5.244, 2.114, 0.244)  0.091
H (-1.040, 4.669, 0.427)  0.103
H (-1.156, 3.368, 1.632)  0.074
H (-1.900, 3.163, 0.035)  0.093
H (0.460, 4.366, -1.523)  0.107
H (-0.502, 2.922, -1.922)  0.068
H (1.258, 2.791, -1.757)  0.089
H (1.097, 3.250, 1.905)  0.107
H (1.501, 4.503, 0.733)  0.137
H (3.320, 2.860, 1.369)  0.117
H (3.142, 3.217, -0.334)  0.124
H (6.364, -1.422, -2.267)  0.145
C (2.355, 0.269, 3.936)  -0.514
C (0.925, 0.546, 4.422)  -0.474
S (-0.333, 0.708, 3.114)  0.795
C (-1.301, -0.833, 3.189)  -0.509
C (-0.540, -2.143, 3.063)  -0.498
S (0.207, -2.395, 1.421)  0.800
C (1.876, -3.020, 1.783)  -0.501
C (2.919, -1.983, 2.198)  -0.514
S (2.849, -1.481, 3.950)  0.908
H (3.049, 0.767, 4.611)  0.074
H (2.531, 0.675, 2.937)  0.048
H (0.884, 1.497, 4.950)  0.077
H (0.573, -0.225, 5.104)  0.080
H (-2.043, -0.719, 2.398)  0.045
H (-1.832, -0.811, 4.140)  0.091
H (-1.241, -2.963, 3.228)  0.088
H (0.256, -2.213, 3.798)  0.039
H (2.178, -3.467, 0.834)  0.078
H (1.788, -3.825, 2.513)  0.085
H (2.864, -1.086, 1.577)  0.037
H (3.909, -2.416, 2.056)  0.079
O (-6.896, -1.696, -2.976)  -0.035
C (-5.863, -1.017, -3.664)  -0.205
C (-4.492, -1.119, -2.966)  -0.599
C (-3.977, -2.563, -3.015)  -0.224
O (-4.797, -3.497, -2.313)  -0.042
C (-3.516, -0.219, -3.718)  -0.455
Se (-1.835, -0.003, -2.711)  0.589
C (-4.646, -0.591, -1.542)  -0.458
Se (-2.893, -0.533, -0.672)  0.538
H (-6.628, -2.614, -2.855)  0.078
H (-6.164, 0.032, -3.706)  0.132
H (-5.755, -1.371, -4.696)  0.136
H (-2.948, -2.609, -2.662)  0.085
H (-3.982, -2.882, -4.057)  0.140
H (-4.633, -3.419, -1.368)  0.093
H (-3.932, 0.772, -3.868)  0.076
H (-3.232, -0.639, -4.684)  0.086
H (-5.296, -1.213, -0.936)  0.079
H (-5.048, 0.418, -1.553)  0.083

Cartesian forces (eV/Å) of the 6 atoms listed first:
Pb -0.1 0.2 -0.7
C 0.0 -0.1 -0.1
N 0.1 0.1 0.1
C 0.1 -0.1 0.0
C 0.0 -0.1 0.1
C -0.1 -0.1 -0.1

LUMO energy: -2.822 eV
Total energy: -208697.623 eV
Energy above the lowest of the compared OMol25 structures with the same formula, charge and spin: 3.5 kcal per mole
Charge: +1

=====

No. 3
The following is a DFT calculation (ωB97M-V/def2-TZVPD) of a structure of composition C21H33F5O23P2.

Each line ends with the Löwdin charge.
Atoms and positions in Å:
C (0.147, 3.795, -3.008)  -0.111
C (-0.938, 2.858, -3.588)  -0.243
O (-0.431, 2.661, -4.894)  0.148
C (0.315, 3.702, -5.201)  -0.543
O (0.745, 3.855, -6.386)  0.068
O (0.500, 4.571, -4.194)  0.096
F (-2.114, 3.558, -3.714)  0.061
H (1.038, 3.270, -2.666)  0.146
H (-0.292, 4.352, -2.181)  0.046
H (-1.249, 2.090, -2.880)  0.136
C (0.267, 0.702, 0.465)  -0.071
C (-0.679, 0.285, -0.522)  -0.310
O (-0.456, 1.380, -1.378)  0.168
C (-0.231, 2.467, -0.740)  -0.437
O (-0.281, 3.633, -1.198)  0.089
O (0.150, 2.099, 0.477)  -0.008
F (-1.880, 0.112, -0.026)  0.018
H (1.324, 0.493, 0.303)  0.020
H (0.016, 0.257, 1.428)  -0.041
H (-0.360, -0.683, -0.909)  0.093
C (3.400, 0.088, -2.156)  0.046
C (3.412, 0.783, -0.781)  -0.330
O (2.457, 0.091, 0.000)  0.088
C (1.952, -0.894, -0.819)  -0.488
O (0.959, -1.525, -0.550)  -0.082
O (2.616, -1.066, -1.894)  0.179
F (3.025, 1.977, -0.947)  0.126
H (4.399, -0.295, -2.363)  0.154
H (2.942, 0.687, -2.943)  0.161
H (4.339, 0.735, -0.210)  0.191
C (0.218, -2.912, 2.661)  0.013
C (0.347, -1.851, 1.583)  -0.225
O (1.713, -1.987, 1.093)  0.070
C (2.128, -3.249, 1.362)  -0.583
O (3.228, -3.676, 1.093)  0.163
O (1.240, -3.796, 2.150)  0.067
F (0.069, -0.659, 2.042)  0.016
H (-0.798, -3.292, 2.554)  0.101
H (0.406, -2.575, 3.681)  0.159
H (-0.293, -2.135, 0.748)  0.119
C (-3.623, -0.408, -0.317)  -0.109
C (-3.455, -0.055, -1.801)  -0.219
O (-4.782, -0.010, -2.081)  0.184
C (-5.528, -0.702, -1.197)  -0.563
O (-6.785, -0.743, -1.140)  0.116
O (-4.790, -1.110, -0.302)  0.178
F (-2.824, -1.102, -2.411)  0.022
H (-3.501, 0.341, 0.465)  0.188
H (-2.883, -1.190, -0.145)  0.145
H (-2.822, 0.791, -2.069)  0.179
C (-0.443, 0.889, 3.187)  -0.053
O (-0.340, 1.980, 2.269)  -0.254
P (0.505, 3.361, 2.514)  0.532
O (0.288, 4.572, 1.706)  -0.186
O (2.029, 2.882, 2.528)  -0.161
C (2.702, 2.631, 1.341)  -0.108
O (0.063, 3.631, 4.068)  -0.233
C (0.816, 4.116, 5.136)  -0.113
H (-1.114, 0.090, 2.870)  0.130
H (-0.691, 1.329, 4.153)  0.101
H (0.570, 0.502, 3.290)  0.123
H (3.686, 3.099, 1.333)  0.115
H (2.227, 2.861, 0.387)  0.094
H (2.920, 1.563, 1.355)  0.091
H (1.887, 3.936, 5.044)  0.085
H (0.514, 3.746, 6.115)  0.088
H (0.567, 5.170, 5.016)  0.096
C (1.505, -3.739, -0.906)  -0.076
O (0.536, -4.145, 0.034)  -0.193
P (-1.014, -3.959, -0.429)  0.431
O (-1.451, -4.723, -1.558)  -0.159
O (-1.877, -4.095, 0.905)  -0.183
C (-1.517, -5.143, 1.822)  -0.067
O (-1.137, -2.395, -0.625)  -0.229
C (-1.177, -1.781, -1.934)  -0.086
H (1.712, -2.669, -0.912)  0.046
H (1.145, -4.223, -1.814)  0.121
H (2.438, -4.253, -0.676)  0.109
H (-0.987, -5.929, 1.283)  0.103
H (-2.442, -5.546, 2.235)  0.114
H (-0.728, -4.781, 2.481)  0.061
H (-1.776, -0.883, -1.780)  0.012
H (-1.527, -2.498, -2.677)  0.138
H (-0.245, -1.317, -2.256)  0.124

Cartesian forces (eV/Å) of the 6 atoms listed first:
C 0.0 1.9 -4.9
C 0.6 2.1 0.6
O -1.3 -2.1 1.2
C 2.6 2.9 -5.8
O -1.5 -0.6 4.6
O 0.2 -2.0 -1.2

LUMO energy: -0.342 eV
Total energy: -101541.510 eV
Energy above the lowest of the compared OMol25 structures with the same formula, charge and spin: 740.6 kcal per mole

=====

Q: Which of these has the highest total energy?
A: C21H33F5O23P2